Record 1
25
Properties=species:S:1:pos:R:3:lowdin_charge:R:1 method="wB97M-V/def2-TZVPD" e_homo_ha=-0.38134 e_above_lowest_kcal_mol=19.81 charge=0 e_lumo_ev=-0.06 mol_weight_g_mol=152.14 energy_ha=-612.43653
O -1.3637 -0.7902 -0.8028 -0.084
C -1.6551 0.3560 -1.4943 -0.238
C -0.5389 1.4178 -1.4726 -0.272
O -0.9857 2.3199 -2.4081 -0.054
H -2.2479 -1.0433 -0.4241 0.151
H -1.9170 0.1090 -2.5221 0.127
H -2.5721 0.8143 -0.9678 0.157
H 0.3255 1.0153 -1.9153 0.107
H -0.3225 1.8756 -0.5185 0.115
H -0.4746 3.1402 -2.4054 0.102
O 2.4184 1.4326 0.1012 -0.014
H 3.0597 1.2651 0.8068 0.085
H 2.2380 2.3493 -0.0106 0.053
O -1.0950 1.1138 2.5131 -0.092
H -1.5529 0.4250 3.0485 0.052
H -0.4280 0.6725 1.9775 -0.039
O 0.2816 -3.4242 -0.4944 -0.051
H 0.1941 -2.7396 -1.1080 -0.027
H 0.7288 -3.0630 0.2947 -0.009
O 1.0891 -2.5462 2.0087 -0.075
H 1.1036 -1.6453 1.6409 -0.017
H 1.9163 -2.6362 2.5034 0.055
O 0.5313 -0.2838 0.8971 -0.079
H 0.0654 -0.5416 0.1053 0.012
H 1.2016 0.4070 0.6469 0.035

***

Record 2
15
Properties=species:S:1:pos:R:3:lowdin_charge:R:1 method="wB97M-V/def2-TZVPD" e_homo_ha=-0.27872 e_above_lowest_kcal_mol=95.38 charge=0 e_lumo_ev=0.93 mol_weight_g_mol=96.13 energy_ha=-304.68349
C -0.6150 -2.3905 0.2616 0.021
C -0.9776 -1.1433 0.2932 -0.094
C -1.1726 0.1171 0.0139 -0.332
N -2.3781 0.8627 0.0673 0.062
C 0.1334 0.7905 -0.1192 -0.139
N 1.2039 0.1233 0.0048 -0.027
C 2.4826 0.7652 -0.0894 -0.142
H -0.1811 -2.8935 1.1204 0.062
H -1.5546 -2.6412 -0.2494 0.081
H -3.1835 0.2633 -0.0866 0.083
H -2.3717 1.5443 -0.6848 0.078
H 0.0944 1.8836 -0.2177 0.122
H 3.1025 0.1955 -0.7904 0.075
H 2.4412 1.8162 -0.4120 0.071
H 2.9762 0.7068 0.8883 0.077

***

Record 3
18
Properties=species:S:1:pos:R:3:lowdin_charge:R:1 method="wB97M-V/def2-TZVPD" e_homo_ha=-0.24524 e_above_lowest_kcal_mol=145.97 charge=0 e_lumo_ev=0.98 mol_weight_g_mol=101.15 energy_ha=-323.07393
C 3.2209 0.4696 0.0787 -0.098
C 2.4380 -0.6173 0.0464 -0.106
C -1.9543 -2.0263 -0.0144 -0.065
C -1.2736 2.2124 -0.2499 -0.034
N -1.8842 -0.5726 0.3600 -0.121
N -0.5045 1.2586 0.2874 -0.126
N -0.6488 -0.0284 0.3811 -0.081
H 3.4624 0.9544 0.9616 0.009
H 3.6777 0.9202 -0.8571 0.067
H 1.9039 -0.9768 0.8843 0.012
H -1.8495 -2.3134 -1.0556 0.065
H -0.9646 -2.3049 0.4643 0.094
H -2.8264 -2.3551 0.3790 0.029
H -2.1724 1.8427 -0.7977 0.049
H 2.1965 -1.1911 -0.9437 0.086
H -0.7172 3.0571 -0.3682 0.003
H -2.4922 0.0601 -0.1822 0.082
H 0.3883 1.6107 0.6262 0.136

***

Record 4
60
Properties=species:S:1:pos:R:3:lowdin_charge:R:1 method="wB97M-V/def2-TZVPD" e_homo_ha=-0.27729 e_above_lowest_kcal_mol=83.48 charge=0 e_lumo_ev=0.15 mol_weight_g_mol=491.57 energy_ha=-1940.56779
C 6.1237 1.5864 0.0216 -0.094
O 5.4571 0.7439 -0.8841 -0.089
C 4.4185 -0.0133 -0.4205 -0.286
C 3.7995 -0.8442 -1.3521 -0.007
C 2.7307 -1.6402 -0.9970 -0.029
C 2.2374 -1.6420 0.3112 -0.238
N 1.1988 -2.4684 0.7383 -0.104
C 0.7631 -3.5835 -0.0695 -0.134
C -0.3936 -3.2076 -1.0046 -0.107
N -1.4855 -2.6601 -0.2182 -0.047
C -2.6085 -3.3959 -0.0803 -0.534
O -2.7431 -4.4790 -0.6185 0.046
C -3.7747 -2.8034 0.7052 -0.318
S -4.7438 -1.7146 -0.4062 1.050
C -4.2983 -0.1773 0.2226 -0.677
N -3.6686 0.0937 1.3300 0.027
N -3.5144 1.4323 1.3633 0.121
C -4.0575 1.9139 0.2984 -0.316
C -3.9980 3.3087 -0.2148 -0.101
O -3.2352 3.3206 -1.4117 -0.018
C -2.0238 2.6790 -1.3862 -0.207
C -1.6872 1.9421 -2.4991 0.011
C -0.4772 1.2426 -2.5717 -0.066
C 0.4007 1.2609 -1.5231 -0.046
C 0.1029 2.0197 -0.3744 -0.148
C 0.9836 2.1012 0.7249 -0.002
C 0.6540 2.8802 1.7988 -0.040
C -0.5608 3.5854 1.7625 -0.123
N -1.4027 3.5282 0.7716 0.114
C -1.1130 2.7557 -0.2943 -0.152
O -4.5871 0.9322 -0.4800 0.097
C -1.0641 -1.5049 0.5411 -0.108
C 0.0963 -1.8985 1.4782 -0.120
C 2.8792 -0.8223 1.2405 -0.034
C 3.9458 -0.0155 0.8867 -0.041
H 6.9074 2.0769 -0.5536 0.093
H 5.4518 2.3464 0.4353 0.094
H 6.5791 1.0194 0.8404 0.095
H 4.1720 -0.8448 -2.3644 0.121
H 2.2807 -2.2597 -1.7567 0.104
H 1.6054 -3.9836 -0.6328 0.122
H 0.4083 -4.3645 0.6139 0.133
H -0.7627 -4.0862 -1.5346 0.123
H -0.0768 -2.4453 -1.7235 0.123
H -3.5113 -2.2246 1.5844 0.068
H -4.4410 -3.6245 0.9678 0.087
H -4.9903 3.6611 -0.5071 0.140
H -3.5557 3.9464 0.5553 0.118
H -2.3854 1.9093 -3.3212 0.123
H -0.2549 0.6738 -3.4622 0.107
H 1.3324 0.7140 -1.5587 0.100
H 1.9082 1.5424 0.6915 0.091
H 1.3034 2.9644 2.6565 0.101
H -0.8508 4.2253 2.5857 0.110
H -1.8759 -1.0782 1.1264 0.086
H -0.7097 -0.7417 -0.1638 0.118
H 0.4206 -1.0127 2.0216 0.112
H -0.2645 -2.6441 2.1964 0.131
H 2.5496 -0.8226 2.2685 0.116
H 4.4058 0.5975 1.6464 0.106

***

Record 5
44
Properties=species:S:1:pos:R:3:lowdin_charge:R:1 method="wB97M-V/def2-TZVPD" e_homo_ha="-0.33291 / -0.33783" e_above_lowest_kcal_mol=8.31 charge=0 e_lumo_ev="-0.57 / 0.19" mol_weight_g_mol=415.36 energy_ha=-2660.79870 multiplicity=4
Cr -0.6033 0.8943 -1.0892 1.014
C -0.9984 4.0636 -1.0273 -0.024
O -1.2948 2.8097 -1.6563 -0.280
C -2.6180 2.6842 -2.2036 -0.140
C -3.4452 1.8399 -1.2718 -0.149
O -2.7510 0.5963 -1.1813 -0.276
C -3.5478 -0.4619 -0.6270 -0.031
H -1.2617 4.8702 -1.7106 0.103
H 0.0682 4.0840 -0.8377 0.082
H -1.5427 4.1702 -0.0878 0.109
H -2.4971 2.1528 -3.1464 0.138
H -3.0457 3.6694 -2.3829 0.140
H -4.4430 1.6788 -1.6857 0.142
H -3.5433 2.2844 -0.2754 0.146
H -4.4465 -0.5712 -1.2353 0.105
H -3.8074 -0.2389 0.4074 0.105
H -2.9591 -1.3710 -0.6572 0.082
C 4.6301 -2.0669 3.7613 -0.049
C 3.3783 -1.9343 2.9387 -0.266
C 2.1481 -1.6753 3.5355 -0.030
C 0.9965 -1.5469 2.7749 -0.044
C 1.0761 -1.6822 1.3996 -0.276
C 2.2901 -1.9379 0.7815 -0.045
C 3.4325 -2.0623 1.5522 -0.031
S -0.3981 -1.5664 0.4279 0.593
O -1.1972 -0.5127 1.0507 -0.330
O -0.9663 -2.8808 0.2931 -0.274
N 0.0444 -0.9575 -0.9739 -0.294
C 0.0085 -1.6902 -2.2287 -0.140
C -0.4364 -0.7309 -3.3315 -0.565
O -0.5161 -1.0725 -4.4826 0.099
O -0.7290 0.4873 -2.9028 -0.132
H 4.4320 -1.8810 4.8160 0.074
H 5.3906 -1.3587 3.4291 0.083
H 5.0524 -3.0690 3.6685 0.083
H 2.0908 -1.5624 4.6113 0.113
H 0.0459 -1.3254 3.2418 0.117
H 2.3432 -2.0177 -0.2965 0.111
H 4.3839 -2.2519 1.0690 0.118
H -0.6723 -2.5428 -2.1990 0.127
H 0.9911 -2.0733 -2.5177 0.126
O 2.3306 2.8621 0.5816 0.000
N 1.8455 2.2728 -0.3299 -0.167
O 0.7414 1.6216 -0.0023 -0.266

***

Record 6
17
Properties=species:S:1:pos:R:3:lowdin_charge:R:1 method="wB97M-V/def2-TZVPD" e_homo_ha=-0.31736 e_above_lowest_kcal_mol=174.61 charge=0 e_lumo_ev=0.42 mol_weight_g_mol=111.15 energy_ha=-359.91902
C 1.5439 1.5550 -0.2989 0.036
C 1.9464 0.1500 -0.1720 -0.068
C 1.0423 -1.0510 0.0533 -0.335
N -0.0977 -1.2340 -0.8254 0.022
C -0.3393 -1.1892 0.5674 -0.339
C -0.8834 0.0681 1.1397 -0.148
N -1.6825 0.9612 0.4109 -0.022
N -2.4309 0.1656 -0.6479 -0.081
H 2.2143 2.2425 0.1251 0.008
H 0.6541 2.0282 -0.7926 0.056
H 2.8504 -0.1111 0.2936 0.056
H 1.6980 -1.9045 -0.0616 0.117
H -0.4328 -0.3844 -1.3887 0.121
H -0.0977 -2.2546 1.2267 0.206
H -0.2835 0.9052 1.8613 0.158
H -2.4903 -0.8563 -0.4875 0.073
H -3.2114 0.9094 -1.0035 0.141